(1)
The following is a DFT calculation (ωB97M-V/def2-TZVPD) of 11 unconnected molecules or ions with the total composition C58H59N7O26 in a non-equilibrium geometry.

## Properties
frontier orbital gap = 8.55 eV
HOMO = -9.479 eV
SMILES = O=[N+]([O-])c1ccccc1.O=[N+]([O-])c1ccccc1.O=[N+]([O-])c1ccccc1.O=[N+]([O-])c1ccccc1.O=[N+]([O-])c1ccccc1.O=[N+]([O-])c1ccccc1.O=[N+]([O-])c1ccccc1.C[C@H]1COC(=O)O1.C[C@H]1COC(=O)O1.C[C@H]1COC(=O)O1.C[C@H]1COC(=O)O1
LUMO = -0.0342 Ha

```
! RIJCOSX wB97M-V def2-TZVPD def2/J DEFGRID3
* xyz 0 1
C 4.734 4.621 -2.720
C 3.815 3.570 -2.356
C 2.634 3.790 -1.468
O 1.725 2.697 -1.843
C 2.009 2.357 -3.115
O 1.351 1.550 -3.719
O 3.097 3.012 -3.552
H 5.447 4.782 -1.890
H 4.240 5.586 -2.882
H 5.285 4.277 -3.589
H 4.430 2.730 -2.005
H 2.211 4.763 -1.698
H 2.857 3.613 -0.445
C -0.015 -0.359 -5.608
C -0.261 -0.671 -4.134
C -1.319 0.292 -3.506
O -2.337 -0.552 -2.944
C -2.201 -1.785 -3.453
O -3.008 -2.623 -3.322
O -1.015 -1.918 -4.093
H 0.637 -1.118 -6.129
H 0.333 0.659 -5.736
H -0.924 -0.447 -6.201
H 0.643 -0.862 -3.543
H -1.605 0.898 -4.359
H -0.865 0.844 -2.688
C -5.495 -5.222 0.853
C -4.927 -4.593 -0.447
C -6.020 -4.475 -1.598
O -6.132 -3.039 -1.690
C -5.227 -2.365 -0.878
O -5.214 -1.168 -0.696
O -4.405 -3.205 -0.281
H -6.292 -4.594 1.279
H -4.717 -5.337 1.609
H -5.939 -6.159 0.574
H -4.154 -5.211 -0.858
H -7.004 -4.849 -1.265
H -5.781 -4.975 -2.516
C 1.666 -5.461 -3.747
C 0.412 -4.680 -3.907
C -0.496 -5.250 -4.996
O -1.711 -5.562 -4.378
C -1.638 -5.319 -3.067
O -2.516 -5.616 -2.308
O -0.439 -4.710 -2.789
H 2.182 -5.011 -2.865
H 2.360 -5.296 -4.552
H 1.581 -6.522 -3.429
H 0.557 -3.581 -4.146
H -0.117 -6.070 -5.519
H -0.830 -4.535 -5.726
C -4.123 0.699 3.426
C -4.865 1.570 2.591
C -4.657 2.928 2.610
C -3.625 3.395 3.355
C -2.817 2.614 4.163
C -3.083 1.257 4.209
N -3.394 4.875 3.347
O -2.512 5.358 4.112
O -4.116 5.551 2.676
H -4.276 -0.374 3.489
H -5.717 1.176 2.125
H -5.279 3.660 2.073
H -2.041 3.112 4.651
H -2.568 0.605 4.864
C -4.175 1.598 -1.251
C -3.421 2.730 -1.212
C -4.031 3.954 -1.526
C -5.387 3.928 -1.744
C -6.134 2.782 -1.803
C -5.494 1.595 -1.554
N -6.079 5.221 -1.845
O -5.414 6.154 -2.197
O -7.278 5.247 -1.625
H -3.766 0.624 -0.943
H -2.371 2.657 -1.010
H -3.448 4.889 -1.600
H -7.218 2.917 -2.055
H -6.067 0.660 -1.735
C -1.008 5.644 1.174
C -0.238 6.699 0.614
C 1.141 6.646 0.677
C 1.724 5.597 1.387
C 1.038 4.567 1.860
C -0.344 4.528 1.677
N 3.183 5.619 1.425
O 3.676 4.821 2.249
O 3.838 6.361 0.715
H -2.099 5.685 0.996
H -0.704 7.607 0.295
H 1.712 7.414 0.303
H 1.535 3.754 2.360
H -0.838 3.643 1.991
C 6.668 0.706 4.197
C 5.377 0.216 4.082
C 4.621 0.760 3.023
C 5.133 1.638 2.086
C 6.413 2.133 2.248
C 7.159 1.681 3.325
N 4.341 2.108 0.998
O 3.212 1.717 0.892
O 4.881 2.862 0.188
H 7.218 0.479 5.124
H 4.942 -0.518 4.741
H 3.607 0.480 2.950
H 6.799 2.809 1.462
H 8.140 2.137 3.418
C -1.922 -4.945 2.150
C -0.598 -5.268 2.336
C 0.133 -4.382 3.130
C -0.396 -3.157 3.546
C -1.728 -2.785 3.233
C -2.524 -3.757 2.631
N 0.367 -2.314 4.439
O 1.535 -2.605 4.643
O -0.229 -1.399 4.926
H -2.584 -5.577 1.552
H -0.168 -6.230 2.045
H 1.168 -4.737 3.349
H -2.086 -1.829 3.571
H -3.532 -3.524 2.356
C -1.386 -2.348 -0.441
C -1.988 -1.199 0.016
C -1.259 -0.344 0.842
C 0.024 -0.715 1.110
C 0.673 -1.858 0.682
C -0.002 -2.650 -0.180
N 0.813 0.133 2.052
O 1.861 -0.403 2.415
O 0.364 1.164 2.470
H -2.028 -3.056 -1.093
H -2.992 -0.985 -0.083
H -1.758 0.473 1.354
H 1.748 -2.080 0.909
H 0.344 -3.536 -0.695
C 7.746 -2.250 1.908
C 6.610 -3.073 1.758
C 5.612 -2.762 0.880
C 5.721 -1.674 0.095
C 6.828 -0.857 0.212
C 7.860 -1.186 1.068
N 4.583 -1.356 -0.770
O 4.747 -0.493 -1.599
O 3.619 -2.155 -0.756
H 8.594 -2.509 2.547
H 6.552 -4.022 2.394
H 4.710 -3.317 0.678
H 6.921 -0.020 -0.490
H 8.675 -0.484 1.105
*
```

Results of the Mulliken charge analysis, in e, for atoms 1 through 6: atom 1 (C): -1.554, atom 2 (C): 1.066, atom 3 (C): 1.348, atom 4 (O): -0.162, atom 5 (C): 0.372, atom 6 (O): -0.471



(2)
The following is a DFT calculation (ωB97M-V/def2-TZVPD) of 10 unconnected molecules or ions with the total composition C58H63FNO in a non-equilibrium geometry.

## Properties
frontier orbital gap = 4.19 eV
HOMO = -2.164 eV
LUMO = 0.0744 Ha

```
! RIJCOSX wB97M-V def2-TZVPD def2/J DEFGRID3
* xyz -1 1
C -1.782 0.497 0.819
O -2.242 1.817 0.898
C -1.157 2.720 0.548
C -0.168 2.854 1.694
C 1.290 2.474 1.304
N 2.297 3.421 1.591
F 1.722 4.722 1.153
H -1.419 0.264 -0.188
H -0.962 0.319 1.516
H -2.617 -0.151 1.058
H -1.638 3.661 0.310
H -0.677 2.277 -0.322
H -0.241 3.829 2.152
H -0.494 2.143 2.448
H 1.578 1.590 1.868
H 1.261 2.168 0.218
C 1.178 -0.961 -1.554
C 1.899 -0.806 -2.728
C 1.957 -1.842 -3.651
C 1.284 -3.030 -3.405
C 0.558 -3.184 -2.231
C 0.507 -2.151 -1.304
H 1.139 -0.152 -0.832
H 2.421 0.123 -2.921
H 2.530 -1.723 -4.562
H 1.330 -3.839 -4.124
H 0.036 -4.113 -2.035
H -0.051 -2.273 -0.385
C 6.100 0.695 -4.574
C 6.830 0.849 -5.745
C 6.890 -0.185 -6.669
C 6.214 -1.372 -6.426
C 5.481 -1.526 -5.257
C 5.427 -0.494 -4.330
H 6.056 1.500 -3.852
H 7.354 1.778 -5.936
H 7.464 -0.065 -7.579
H 6.258 -2.178 -7.148
H 4.953 -2.452 -5.067
H 4.859 -0.617 -3.416
C -4.847 -2.061 -0.177
C -6.176 -1.698 -0.345
C -7.104 -1.985 0.646
C -6.702 -2.629 1.808
C -5.372 -2.990 1.977
C -4.445 -2.707 0.983
H -4.123 -1.834 -0.949
H -6.487 -1.188 -1.248
H -8.142 -1.704 0.514
H -7.425 -2.849 2.584
H -5.058 -3.489 2.885
H -3.408 -2.988 1.115
C 3.489 -5.549 -1.022
C 4.003 -4.265 -1.134
C 5.237 -3.961 -0.575
C 5.960 -4.942 0.089
C 5.447 -6.227 0.198
C 4.210 -6.531 -0.355
H 2.524 -5.784 -1.455
H 3.440 -3.501 -1.656
H 5.634 -2.957 -0.657
H 6.923 -4.705 0.522
H 6.012 -6.993 0.715
H 3.808 -7.532 -0.266
C 6.555 -5.722 3.617
C 7.069 -4.437 3.505
C 8.302 -4.131 4.065
C 9.025 -5.112 4.730
C 8.513 -6.397 4.841
C 7.276 -6.701 4.287
H 5.593 -5.959 3.183
H 6.508 -3.674 2.981
H 8.699 -3.128 3.982
H 9.988 -4.874 5.164
H 9.077 -7.162 5.359
H 6.874 -7.702 4.377
C -3.661 3.726 -2.091
C -4.364 3.090 -1.076
C -5.753 3.063 -1.117
C -6.436 3.662 -2.167
C -5.730 4.295 -3.181
C -4.343 4.329 -3.141
H -2.579 3.753 -2.063
H -3.832 2.615 -0.255
H -6.305 2.571 -0.324
H -7.519 3.635 -2.197
H -6.261 4.762 -4.001
H -3.791 4.827 -3.928
C -12.912 -0.336 0.604
C -12.345 0.924 0.484
C -11.088 1.174 1.018
C -10.396 0.161 1.665
C -10.962 -1.101 1.783
C -12.222 -1.349 1.255
H -13.893 -0.530 0.189
H -12.883 1.714 -0.026
H -10.648 2.159 0.928
H -9.413 0.355 2.078
H -10.421 -1.892 2.286
H -12.664 -2.332 1.350
C -2.827 6.414 4.094
C -3.851 7.235 3.643
C -4.765 6.758 2.713
C -4.662 5.456 2.242
C -3.645 4.630 2.703
C -2.725 5.112 3.622
H -2.105 6.789 4.808
H -3.932 8.251 4.010
H -5.557 7.402 2.352
H -5.373 5.083 1.514
H -3.558 3.613 2.337
H -1.922 4.473 3.967
C 6.083 3.871 0.608
C 7.428 4.041 0.305
C 8.102 3.083 -0.443
C 7.427 1.957 -0.894
C 6.080 1.791 -0.592
C 5.407 2.746 0.162
H 5.552 4.612 1.191
H 7.954 4.922 0.653
H 9.153 3.214 -0.674
H 7.949 1.210 -1.480
H 5.552 0.913 -0.945
H 4.353 2.626 0.408
*
```

Results of the Mulliken charge analysis, in e, for atoms 1 through 6: atom 1 (C): -0.717, atom 2 (O): -0.369, atom 3 (C): -0.600, atom 4 (C): -0.691, atom 5 (C): 0.121, atom 6 (N): -0.801



HOMO of number 2 (C58H63FNO)? -2.164 eV